Below is C28H40F6NO2PW as an isolated structure, with properties calculated with the ωB97M-V functional and the def2-TZVPD basis.

Structure (XYZ):
```
79
Properties=species:S:1:pos:R:3:forces:R:3
W 0.610 -1.671 -0.732 1.532 -0.700 0.322
C -0.279 5.414 -1.717 -0.032 -0.427 0.074
C 0.864 4.905 -0.771 -0.386 0.150 -0.335
C 0.472 5.203 0.667 0.114 -0.232 0.185
C 2.109 5.719 -1.145 0.531 -0.388 0.181
C 1.018 3.440 -1.079 -0.202 0.952 0.743
C 0.712 2.448 -0.138 -0.128 -1.425 0.518
C 0.958 1.122 -0.457 0.279 1.260 -0.049
N 0.984 -0.014 0.338 -0.491 -1.217 0.141
C 0.032 -0.611 1.190 -0.822 0.721 -1.665
C 0.242 -0.972 2.523 1.035 0.519 -0.074
C -0.686 -1.766 3.188 -1.291 -1.350 1.033
C -1.882 -2.098 2.529 0.303 0.104 0.261
C -2.169 -1.769 1.212 -2.276 -0.919 0.079
C -1.180 -1.049 0.495 1.490 1.887 -0.350
O -1.147 -0.822 -0.835 -0.112 -0.735 1.042
C -3.538 -2.080 0.592 0.778 -0.590 -0.039
C -4.365 -0.816 0.891 -0.008 0.354 0.191
C -4.188 -3.304 1.244 -0.006 0.203 0.329
C -3.475 -2.330 -0.916 -0.044 0.234 -0.385
C -0.357 -2.310 4.563 -0.560 -0.259 0.523
C 0.926 -3.141 4.418 0.366 0.276 -0.385
C -1.439 -3.217 5.156 -0.011 -0.026 -0.464
C -0.172 -1.159 5.565 0.325 0.400 -0.382
C 1.437 0.765 -1.778 -0.020 1.139 0.567
O 1.478 -0.559 -1.951 -0.139 0.335 -0.404
C 1.769 1.750 -2.725 0.202 0.338 -0.419
C 1.519 3.062 -2.344 0.467 -1.129 -1.029
C 2.360 1.355 -4.060 0.378 -0.883 -0.477
C 2.718 2.540 -4.944 -0.319 0.231 0.121
C 3.646 0.530 -3.814 -0.221 0.384 0.320
C 1.362 0.435 -4.799 -0.112 0.374 0.188
H -0.461 6.456 -1.469 -0.017 0.080 0.066
H -1.184 4.836 -1.555 -0.232 0.062 -0.031
H -0.001 5.357 -2.764 0.025 -0.010 -0.148
H 0.413 6.278 0.817 -0.044 0.022 -0.051
H 1.218 4.825 1.367 0.056 0.009 0.071
H -0.496 4.779 0.925 -0.137 -0.002 0.031
H 1.937 6.770 -0.928 -0.122 0.033 0.015
H 2.381 5.636 -2.192 0.017 0.032 -0.136
H 2.953 5.381 -0.544 0.152 0.109 0.006
H 0.343 2.702 0.842 0.034 0.092 0.101
H 1.137 -0.621 3.019 0.070 0.041 0.047
H -2.622 -2.656 3.083 -0.040 -0.054 -0.014
H -4.348 -0.586 1.953 -0.115 0.064 0.134
H -5.397 -0.993 0.595 -0.050 -0.103 -0.081
H -3.995 0.044 0.340 0.025 0.167 -0.109
H -4.535 -3.077 2.248 -0.086 -0.100 0.156
H -3.514 -4.156 1.283 0.098 -0.106 -0.032
H -5.058 -3.598 0.663 -0.054 0.062 -0.027
H -3.082 -1.475 -1.465 -0.169 -0.252 -0.020
H -4.481 -2.504 -1.300 -0.005 -0.033 0.192
H -2.892 -3.226 -1.135 0.028 0.064 -0.065
H 0.817 -3.905 3.649 -0.049 -0.136 -0.008
H 1.162 -3.635 5.356 -0.039 0.046 0.128
H 1.774 -2.512 4.148 0.222 -0.015 0.043
H -1.597 -4.085 4.517 -0.253 -0.118 -0.005
H -2.364 -2.668 5.315 -0.232 -0.075 -0.036
H -1.127 -3.599 6.128 0.130 0.128 -0.069
H 0.582 -0.454 5.218 0.171 0.145 0.195
H 0.142 -1.570 6.521 0.107 -0.033 0.011
H -1.099 -0.613 5.718 -0.117 0.007 -0.012
H 1.729 3.844 -3.055 0.040 0.027 -0.115
H 3.441 3.203 -4.474 0.120 0.041 0.077
H 1.834 3.123 -5.205 -0.041 0.061 -0.081
H 3.159 2.186 -5.873 -0.004 -0.067 -0.019
H 4.370 1.136 -3.274 0.200 -0.056 0.097
H 4.089 0.244 -4.763 -0.022 -0.034 -0.105
H 3.430 -0.375 -3.248 0.174 -0.065 -0.031
H 0.463 0.992 -5.043 -0.203 -0.012 -0.134
H 1.085 -0.431 -4.196 0.040 0.005 -0.218
H 1.815 0.085 -5.723 0.005 -0.039 -0.055
F -0.375 -3.585 -0.601 0.264 -0.016 -0.148
P 1.136 -4.564 -0.880 -0.014 0.575 0.160
F 1.695 -3.155 0.230 -0.249 0.286 -0.323
F 0.785 -5.325 0.404 0.191 -0.044 -0.448
F 1.358 -3.211 -2.025 -0.281 -0.178 0.422
F 0.429 -5.381 -1.948 0.245 0.034 0.263
F 2.609 -4.921 -1.043 -0.463 -0.225 -0.053
```
Forces are in eV/Å.

Values from the calculation:
⟨S²⟩: 3.801
Lowest unoccupied orbital energy (alpha / beta) in Ha: -0.4136 / -0.5083
Total charge: +3
Multiplicity: 4
Relative energy (zero: lowest compared OMol25 entry of this formula, charge and spin) in kcal/mol: 119.2

=====

Below is C28H41BrN2P2PdS as an isolated structure, with properties calculated with the ωB97M-V functional and the def2-TZVPD basis.

Structure (XYZ):
```
76
Properties=species:S:1:pos:R:3:forces:R:3
C -2.271 -4.171 -3.408 -0.802 0.159 -0.277
C -1.941 -2.803 -3.499 -0.186 -0.215 0.038
C -2.978 -1.878 -3.758 -0.239 -0.662 -0.303
C -4.303 -2.359 -3.846 1.172 -0.023 0.036
N -4.606 -3.649 -3.692 -0.192 -0.203 -0.010
C -3.629 -4.543 -3.501 0.954 0.803 -0.067
C -0.578 -2.398 -3.236 2.542 0.861 1.372
C 0.524 -2.071 -2.758 -2.399 -0.749 -0.691
C 1.721 -1.441 -2.236 0.119 -0.273 -1.326
C 2.124 -1.373 -0.873 1.074 1.126 0.990
C 2.991 -0.300 -0.434 -0.325 -0.008 -1.464
C 3.276 0.675 -1.451 0.982 -1.086 1.846
C 3.346 0.263 -2.778 -0.357 0.015 -0.717
C 2.530 -0.804 -3.202 -0.268 0.609 0.966
Pd 1.213 0.587 0.418 -0.760 -1.560 -0.813
P -0.645 -0.648 0.918 0.224 -0.547 -0.414
H -2.736 -0.840 -3.980 -0.113 -0.180 0.337
H -1.476 -4.914 -3.338 -0.303 0.216 0.226
H -5.131 -1.676 -4.070 0.327 -0.288 0.157
H -3.911 -5.596 -3.437 -0.036 0.309 0.009
H 2.401 -1.108 -4.245 0.217 0.398 0.341
H 2.051 -2.236 -0.218 -0.466 0.327 -0.167
H 4.051 0.763 -3.435 -0.504 0.198 -0.170
H 3.440 -0.334 0.587 -0.430 0.481 -1.186
C -1.202 -0.447 2.649 -0.635 -0.317 0.347
C -2.620 -0.874 3.084 -0.128 -0.010 0.491
H -1.033 0.611 2.909 -0.008 -0.395 -0.075
H -0.462 -1.022 3.231 -0.123 0.202 -0.132
H -2.736 -0.683 4.165 0.020 -0.072 -0.301
H -3.437 -0.326 2.592 0.420 -0.049 0.002
H -2.807 -1.948 2.935 0.127 0.355 -0.045
C -2.037 -0.234 -0.218 0.127 0.187 0.263
C -3.281 -1.112 -0.233 -0.452 -0.009 -0.175
H -1.587 -0.235 -1.223 -0.005 0.126 0.244
H -2.296 0.809 0.013 0.015 -0.210 -0.128
H -4.108 -0.531 -0.657 -0.010 -0.205 -0.006
H -3.146 -1.988 -0.876 0.014 0.079 0.187
H -3.597 -1.451 0.757 0.097 0.071 -0.198
C -0.419 -2.446 0.589 -0.290 -0.007 0.634
C -1.328 -3.495 1.206 -0.056 -0.523 -0.286
H 0.598 -2.673 0.929 -0.181 0.080 -0.177
H -0.450 -2.522 -0.509 0.163 -0.007 0.294
H -0.963 -4.457 0.823 -0.275 -0.072 0.232
H -1.271 -3.535 2.300 -0.026 0.120 -0.206
H -2.371 -3.392 0.893 0.120 -0.025 0.163
Br 3.907 2.420 -0.886 0.982 -1.080 -0.675
P 0.527 2.737 0.445 0.540 -2.996 -0.190
C -1.156 3.035 1.059 0.065 0.585 0.293
C -1.192 4.347 1.834 -0.707 0.213 0.229
H -1.426 2.181 1.705 0.070 0.473 -0.264
H -1.867 3.038 0.213 0.370 0.014 0.271
H -2.165 4.455 2.325 0.102 0.173 0.059
H -0.421 4.363 2.612 -0.169 0.063 -0.135
H -1.049 5.218 1.179 0.036 -0.245 0.134
C 1.878 3.314 1.525 0.204 0.872 -0.069
C 2.439 4.648 1.063 0.586 0.477 0.573
H 2.665 2.533 1.473 -0.606 0.587 0.043
H 1.522 3.301 2.569 -0.002 0.217 -0.338
H 3.340 4.879 1.644 -0.052 0.202 -0.102
H 2.742 4.601 0.012 -0.181 0.068 0.220
H 1.731 5.475 1.178 0.028 -0.137 0.018
C 0.585 3.094 -1.330 -0.002 1.043 -0.027
C -0.071 4.428 -1.651 0.053 0.201 -0.775
H 0.075 2.251 -1.831 0.164 0.361 0.276
H 1.640 3.060 -1.649 -0.604 0.070 0.119
H 0.028 4.623 -2.724 -0.162 0.216 0.069
H -1.140 4.400 -1.412 0.158 0.143 -0.021
H 0.399 5.258 -1.105 -0.136 -0.215 -0.131
S 5.046 -2.823 3.083 -0.489 0.783 0.560
C 4.595 -1.584 4.218 -0.791 0.322 -0.631
C 3.561 -0.816 3.706 1.241 -1.350 -0.350
N 3.184 -1.188 2.430 -0.091 -0.851 0.103
C 3.838 -2.244 1.994 0.230 0.731 1.104
H 5.070 -1.461 5.179 0.052 -0.158 -0.082
H 3.067 0.005 4.223 0.159 -0.211 -0.304
H 3.737 -2.744 1.032 -0.192 0.405 0.180
```
Forces are in eV/Å.

Values from the calculation:
Lowest unoccupied orbital energy (alpha / beta) in Ha: 0.0113 / 0.0113
Relative energy (zero: lowest compared OMol25 entry of this formula, charge and spin) in kcal/mol: 25.2

=====

The highest relative energy (zero: lowest compared OMol25 entry of this formula, charge and spin) belongs to which entry? C28H40F6NO2PW

=====

The highest relative energy (zero: lowest compared OMol25 entry of this formula, charge and spin) belongs to which entry? C28H40F6NO2PW